Computed, not measured: a molecular structure, C16H42AlO8P2 at a distorted geometry, with ωB97M-V/def2-TZVPD.

Last column: natural (NBO) charge in e.
Positions of all 69 atoms, in Å:
C  -0.7809  1.8866  0.8582  -0.6059
C  -0.0372  0.7383  0.1419  -0.3959
C  -0.0147  0.8684  -1.4009  -0.3995
C  1.3810  0.9906  -2.0288  -0.9396
Al  1.3283  1.7528  -3.9400  0.8904
H  -1.5852  2.2148  0.1962  0.1977
H  -1.2858  1.5310  1.7596  0.1938
H  -0.1202  2.7170  1.1040  0.1956
H  -0.6103  -0.1620  0.3964  0.1768
H  0.9509  0.5919  0.5808  0.1903
H  -0.6321  1.7173  -1.7059  0.1881
H  -0.4613  -0.0432  -1.8055  0.1897
H  2.0633  1.6315  -1.4626  0.1948
H  1.8212  -0.0072  -2.1442  0.1863
H  2.3261  0.8952  -4.9142  -0.4270
H  1.8525  3.2984  -3.9222  -0.4152
H  -0.1933  1.6887  -4.5258  -0.4186
O  -1.4928  -3.5624  -4.8841  -1.0284
P  -0.3697  -4.1264  -5.6573  2.4782
O  -0.2935  -5.7080  -5.2658  -0.7979
C  -1.3789  -6.5537  -5.6221  -0.0666
C  -1.4464  -6.8112  -7.1190  -0.6350
O  0.9427  -3.5742  -4.9039  -0.8281
C  0.8565  -2.5653  -3.8842  -0.0675
C  0.7234  -3.1786  -2.5052  -0.6335
O  0.4650  -4.2506  -7.0603  -0.7532
C  0.0223  -3.4616  -8.1828  -0.0675
C  -0.0312  -1.9800  -7.8584  -0.6546
H  -2.3192  -6.1256  -5.2612  0.1838
H  -1.2210  -7.4958  -5.0962  0.1795
H  -1.7678  -5.9143  -7.6557  0.1965
H  -2.1622  -7.6043  -7.3412  0.2083
H  -0.4682  -7.0938  -7.5068  0.2183
H  0.0408  -1.8774  -4.0973  0.2015
H  1.7765  -1.9843  -3.9367  0.2041
H  -0.0463  -3.9514  -2.4806  0.2079
H  0.4782  -2.4125  -1.7684  0.2221
H  1.6605  -3.6557  -2.2103  0.1976
H  -0.9586  -3.8166  -8.5165  0.1622
H  0.7279  -3.6450  -8.9922  0.1880
H  -0.7851  -1.7658  -7.0939  0.2254
H  -0.2857  -1.4033  -8.7479  0.2174
H  0.9261  -1.6331  -7.4707  0.2407
O  -0.6012  2.1858  5.5842  -1.0234
P  -0.0755  3.2021  6.5144  2.4746
O  -0.6653  4.6339  6.0350  -0.7957
C  -2.0713  4.8600  6.1055  -0.0692
C  -2.5616  5.0104  7.5359  -0.6349
O  1.4716  3.3686  6.0641  -0.8274
C  2.0704  2.4839  5.1107  -0.0575
C  1.9390  3.0150  3.6982  -0.6352
O  0.2997  3.6584  8.0434  -0.7508
C  0.0553  2.7288  9.1153  -0.0676
C  0.7593  1.4021  8.9028  -0.6517
H  -2.6040  4.0519  5.5966  0.1885
H  -2.2623  5.7797  5.5539  0.1882
H  -2.5336  4.0515  8.0621  0.1921
H  -3.5921  5.3670  7.5531  0.2149
H  -1.9332  5.7080  8.0889  0.2183
H  1.6482  1.4833  5.1964  0.1863
H  3.1262  2.4063  5.3763  0.1741
H  0.9214  3.3329  3.4745  0.2251
H  2.2330  2.2562  2.9722  0.2218
H  2.5764  3.8903  3.5618  0.2041
H  -1.0224  2.5749  9.2280  0.1696
H  0.4144  3.2021  10.0280  0.1913
H  0.3628  0.8777  8.0276  0.2215
H  0.6244  0.7548  9.7696  0.2190
H  1.8249  1.5555  8.7335  0.2232

Properties
Kohn-Sham gap, eV: 6.17
Strongest force on any atom, eV/A: 6.2
M, g mol⁻¹: 451.4
LUMO energy, eV: 1.87
Charge: -1



Computed, not measured: 4 unconnected molecules or ions with the total composition C16H42BrN2O8PS3Si at a distorted geometry, with ωB97M-V/def2-TZVPD.

Last column: Mulliken charge in e.
Positions of all 74 atoms, in Å:
C  1.7389  3.8502  -4.7179  -1.4123
C  0.6841  3.1215  -3.8937  -0.2439
C  -0.2680  2.2971  -4.7618  -0.0617
Br  -1.8439  3.3787  -5.2176  -0.1358
C  -0.6109  0.9535  -4.1124  0.2340
O  0.3081  0.2243  -3.7588  -0.5464
O  -1.9245  0.6266  -4.0154  -0.3426
C  -2.5497  0.4515  -2.7101  0.5300
N  -3.7340  1.3172  -2.6570  -0.5441
C  -1.6391  0.8017  -1.5442  -1.2919
C  -2.3194  0.6959  -0.1623  -0.7187
O  -1.4127  0.2325  0.8213  -0.4414
Si  -0.4441  1.3261  1.6264  0.6300
C  -1.4168  2.6502  2.5359  -1.0786
C  0.5664  0.3639  2.8634  -0.4494
C  0.7652  2.2028  0.4799  -1.3076
P  -3.2502  -1.2775  -2.6564  1.1637
N  -3.4954  -1.8884  -4.0631  -0.9794
O  -4.5671  -1.1558  -1.7809  -0.5618
O  -2.3379  -2.1596  -1.6984  -0.4132
H  1.3203  4.2153  -5.6503  0.3524
H  2.1287  4.6921  -4.1521  0.3756
H  2.5788  3.1907  -4.9169  0.3534
H  1.1570  2.4376  -3.1956  0.1911
H  0.0951  3.8160  -3.3030  0.4109
H  0.1719  2.0831  -5.7297  0.5315
H  -3.4400  2.2307  -2.3282  0.2870
H  -4.0503  1.4691  -3.6086  0.2887
H  -0.7868  0.1323  -1.4985  0.5650
H  -1.2915  1.8298  -1.6604  0.6559
H  -3.1525  0.0043  -0.1755  0.3077
H  -2.7106  1.6764  0.1172  0.2559
H  -1.5201  2.3619  3.5783  0.2954
H  -0.8190  3.5602  2.5218  0.3151
H  -2.3951  2.8794  2.1219  0.3536
H  0.1321  -0.6017  3.1042  0.4073
H  1.5622  0.2004  2.4521  0.0694
H  0.6918  0.9596  3.7637  -0.2040
H  1.1370  1.5484  -0.3047  0.2645
H  1.6180  2.4915  1.0945  0.5248
H  0.3668  3.1232  0.0590  0.3555
H  -3.2307  -1.2428  -4.7974  0.2929
H  -4.7360  -0.2408  -1.5310  0.3626
H  -1.6333  -2.5912  -2.2088  0.2816
C  2.0282  1.6324  7.5551  -1.0949
S  0.6971  1.1395  6.4577  0.8143
O  0.2425  2.3693  5.7483  -0.6671
C  -0.5041  0.8154  7.7537  -1.0930
H  2.8744  1.9210  6.9365  0.2942
H  1.7055  2.4774  8.1636  0.3881
H  2.3059  0.7862  8.1823  0.3798
H  -0.6532  1.7166  8.3487  0.3452
H  -0.1459  -0.0033  8.3771  0.3656
H  -1.4377  0.5300  7.2744  0.3200
C  3.0925  -4.1948  4.4439  -0.9614
S  3.8232  -2.5642  4.6303  0.4137
O  2.8297  -1.7304  5.3535  -0.5178
C  3.7090  -2.1136  2.8949  -0.8621
H  3.0247  -4.6414  5.4332  0.3132
H  2.0968  -4.0985  4.0115  0.2971
H  3.7310  -4.8073  3.8076  0.3803
H  2.6687  -2.1650  2.5741  0.2070
H  4.3293  -2.7878  2.3045  0.4256
H  4.0761  -1.0946  2.7942  0.3041
C  1.7200  -4.4228  -4.6783  -1.0978
S  0.4200  -3.3534  -4.0478  0.7776
O  0.0171  -3.8761  -2.7103  -0.7580
C  -0.8225  -3.8959  -5.2197  -0.8728
H  2.5947  -4.3016  -4.0425  0.3374
H  1.3832  -5.4587  -4.6508  0.3373
H  1.9625  -4.1240  -5.6972  0.3614
H  -0.9507  -4.9753  -5.1336  0.3595
H  -0.5033  -3.6245  -6.2264  0.3449
H  -1.7573  -3.3923  -4.9677  0.2356

Properties
Kohn-Sham gap, eV: 9.23
Strongest force on any atom, eV/A: 2.3
M, g mol⁻¹: 625.7
LUMO energy, eV: 0.47
Energy above the lowest of the compared OMol25 structures with the same formula, charge and spin, kcal per mole: 0.0
Charge: 0



Computed, not measured: a molecular structure, C16H42F3O8PtS6 at a distorted geometry, with ωB97M-V/def2-TZVPD.

Last column: Mulliken charge in e.
Positions of all 76 atoms, in Å:
Pt  -0.0287  -0.2581  0.2662  3.5129
C  1.0646  1.8997  -1.8996  0.3742
O  0.6602  1.3313  -3.1355  -0.1084
O  1.3242  0.7576  -1.1292  -0.9139
C  2.0872  3.1550  -1.9487  0.2922
F  2.6091  3.3787  -0.7536  -0.1947
F  3.1285  3.2325  -2.7838  -0.3312
F  1.3373  4.2767  -2.2226  -0.3052
C  -0.0798  2.1771  -3.9837  -0.1783
C  -0.6043  1.3073  -5.1300  -1.1638
H  0.1211  0.6339  -5.5867  0.3118
H  -1.4196  0.7312  -4.6925  0.0263
H  -1.0096  1.8198  -6.0025  0.4254
H  0.5508  2.9423  -4.4366  0.3207
H  -0.9204  2.6895  -3.5158  0.2702
H  0.2019  2.3049  -1.3708  0.0295
C  3.9099  1.2014  1.1779  -1.1260
S  2.3130  1.6823  1.9707  0.6392
O  1.4134  0.4569  1.7468  -0.5566
C  2.8833  1.6004  3.7185  -1.1840
H  3.8871  1.1951  0.0881  0.2251
H  4.1783  0.2035  1.5247  0.3451
H  4.6726  1.9251  1.4652  0.4855
H  2.0395  1.9279  4.3259  0.3568
H  3.7328  2.2834  3.7261  0.4789
H  3.1455  0.5899  4.0319  0.2975
C  0.9776  -3.9458  -2.2919  -1.0369
S  -0.5507  -2.8660  -2.3332  0.1688
O  -0.4614  -1.8867  -1.1181  -0.2986
C  0.1442  -1.8662  -3.6637  -0.4184
H  1.1220  -4.4538  -3.2454  0.4874
H  0.9200  -4.7852  -1.5989  0.3018
H  1.8894  -3.4429  -1.9698  0.2858
H  -0.6270  -1.1343  -3.9039  -0.1929
H  0.4686  -2.4888  -4.4975  0.5249
H  0.9793  -1.3521  -3.1879  0.1875
C  -0.7483  -0.4512  4.0819  -0.3639
S  -2.1505  -0.8252  2.9463  0.2997
O  -1.5584  -1.0071  1.5524  -0.8930
C  -2.5481  -2.5375  3.4738  -0.9831
H  -0.2516  0.4553  3.7360  -0.1664
H  0.0198  -1.2213  4.1534  0.1178
H  -1.0795  -0.1562  5.0775  0.5910
H  -3.2184  -3.0158  2.7597  0.3668
H  -3.1831  -2.4619  4.3566  0.4499
H  -1.6373  -3.1125  3.6408  0.1982
C  2.4170  -2.5507  3.0265  -0.7594
S  1.0546  -2.8979  1.8949  0.7751
O  1.2198  -1.8849  0.7650  -0.7273
C  1.6346  -4.4957  1.2709  -1.2635
H  3.3736  -2.7508  2.5439  0.4734
H  2.3115  -3.2500  3.8559  0.5227
H  2.4855  -1.4820  3.2299  -0.3333
H  0.8879  -5.1656  0.8445  0.3228
H  2.1587  -5.0074  2.0781  0.4684
H  2.4059  -4.3343  0.5178  0.3500
C  -2.7222  3.4211  0.9938  -1.0748
S  -1.2421  2.7726  1.8533  0.2734
O  -0.7040  1.5743  1.0786  -0.4997
C  -0.1167  4.2097  1.5078  -0.8438
H  -3.1095  4.3672  1.3718  0.4689
H  -3.5115  2.6821  1.1314  0.3037
H  -2.5823  3.5446  -0.0802  0.3036
H  -0.6829  5.1395  1.5627  0.4663
H  0.2462  4.1941  0.4801  0.0839
H  0.7953  4.2482  2.1035  0.2668
C  -3.9002  -1.2943  -0.4372  -0.6710
S  -3.2832  0.3652  -0.9186  0.1757
O  -1.7528  0.2823  -0.7203  -0.6704
C  -3.6508  0.1626  -2.7590  -1.0594
H  -4.9568  -1.3729  -0.6930  0.5333
H  -3.8576  -1.4937  0.6336  0.0019
H  -3.3745  -2.0248  -1.0521  0.1328
H  -4.6678  -0.1384  -3.0106  0.5282
H  -3.1772  -0.7467  -3.1291  0.1769
H  -3.4032  1.0361  -3.3623  0.3192

Properties
Kohn-Sham gap (alpha / beta), eV: 6.72 / 6.94
Strongest force on any atom, eV/A: 5.8
M, g mol⁻¹: 807.0
Spin multiplicity: 3
LUMO energy (alpha / beta), eV: -1.90 / -1.90
Expectation value of S²: 2.005
Energy above the lowest of the compared OMol25 structures with the same formula, charge and spin, kcal per mole: 73.2
Charge: +1